Record 1
Computed, not measured: the molecule C28H42BrN3O4 in a non-equilibrium geometry, with ωB97M-V/def2-TZVPD.

Structure (XYZ):
```
78
Properties=species:S:1:pos:R:3:nbo_charge:R:1
C 1.551 5.014 -0.162 -0.607
C 2.431 4.053 0.627 -0.399
C 2.600 2.727 -0.112 -0.404
C 3.692 1.829 0.472 -0.393
C 3.447 1.359 1.907 -0.399
C 2.176 0.539 2.125 -0.408
C 2.139 -0.796 1.369 -0.239
N 1.555 -0.687 0.049 -0.637
C 0.397 -1.295 -0.284 0.703
O -0.217 -1.991 0.502 -0.651
C -0.095 -1.024 -1.718 -0.148
C -0.445 0.469 -1.890 -0.399
C -1.681 0.989 -1.146 0.073
C -1.572 1.007 0.382 -0.497
C -1.445 2.493 0.631 0.152
C -1.140 3.097 1.912 -0.001
C -1.104 4.487 2.046 -0.192
C -0.754 5.062 3.251 -0.196
C -0.426 4.272 4.342 -0.241
C -0.479 2.895 4.206 -0.057
Br -0.020 1.787 5.691 0.050
C -0.842 2.296 3.015 -0.264
N -1.600 3.179 -0.435 -0.078
O -1.824 2.388 -1.508 -0.353
C -1.320 -1.907 -2.005 -0.405
C -0.954 -3.394 -2.057 -0.215
N 0.124 -3.632 -2.987 -0.456
C -0.002 -4.259 -4.182 0.906
O 0.905 -4.334 -4.983 -0.677
O -1.227 -4.793 -4.330 -0.543
C -1.546 -5.576 -5.503 0.276
C -1.437 -4.718 -6.764 -0.645
C -2.996 -6.007 -5.274 -0.614
C -0.633 -6.799 -5.592 -0.645
C 1.319 -2.875 -2.700 -0.225
C 1.001 -1.381 -2.739 -0.387
H 1.389 5.931 0.400 0.206
H 2.023 5.272 -1.108 0.200
H 0.583 4.564 -0.374 0.217
H 1.981 3.876 1.607 0.198
H 3.412 4.506 0.787 0.194
H 1.639 2.209 -0.114 0.189
H 2.858 2.942 -1.153 0.204
H 3.830 0.958 -0.175 0.181
H 4.634 2.383 0.457 0.209
H 3.406 2.231 2.562 0.209
H 4.306 0.760 2.221 0.202
H 2.098 0.326 3.193 0.220
H 1.305 1.134 1.849 0.201
H 1.515 -1.513 1.908 0.242
H 3.151 -1.207 1.287 0.193
H 2.036 -0.111 -0.621 0.399
H -0.621 0.663 -2.951 0.226
H 0.406 1.088 -1.593 0.211
H -2.583 0.485 -1.502 0.200
H -2.465 0.610 0.870 0.238
H -0.712 0.454 0.746 0.237
H -1.354 5.094 1.191 0.237
H -0.727 6.137 3.349 0.222
H -0.138 4.716 5.282 0.231
H -0.889 1.220 2.950 0.234
H -2.061 -1.775 -1.217 0.227
H -1.756 -1.607 -2.960 0.206
H -1.819 -3.982 -2.358 0.234
H -0.633 -3.716 -1.061 0.215
H -1.758 -5.293 -7.627 0.212
H -0.408 -4.401 -6.911 0.244
H -2.068 -3.836 -6.671 0.208
H -3.635 -5.133 -5.179 0.213
H -3.340 -6.610 -6.109 0.213
H -3.070 -6.591 -4.360 0.214
H -0.692 -7.375 -4.671 0.211
H -0.942 -7.427 -6.423 0.212
H 0.396 -6.486 -5.745 0.243
H 2.066 -3.131 -3.454 0.251
H 1.689 -3.162 -1.709 0.192
H 1.913 -0.806 -2.569 0.202
H 0.640 -1.134 -3.740 0.216
```

net charge: 0
energy relative to the best compared isomer or geometry (same formula, charge and spin): 0.0 kJ/mol
SMILES: CCCCCCCNC(=O)C1(C[C@H]2CC(c3cccc(Br)c3)=NO2)CCN(C(=O)OC(C)(C)C)CC1
HOMO-LUMO gap: 9.0 eV
LUMO level: 0.30 eV
HOMO level: -0.320 Eh

***

Record 2
Computed, not measured: C28H42F6O23V2 as an isolated structure in a non-equilibrium geometry, with ωB97M-V/def2-TZVPD.

Structure (XYZ):
```
101
Properties=species:S:1:pos:R:3:lowdin_charge:R:1
O -0.012 3.995 3.200 -0.295
V -0.470 2.699 2.516 0.985
O 0.081 1.481 3.448 -0.342
O 3.262 3.383 -1.304 -0.287
V 1.873 4.152 -0.888 1.152
O 1.000 4.434 -2.126 -0.231
C -3.721 2.730 3.258 -0.400
O -4.685 3.633 2.893 -0.076
O -2.674 3.198 2.406 -0.215
C -3.542 2.594 4.859 -0.527
F -4.247 3.309 5.696 0.177
F -3.523 1.268 5.318 0.073
F -2.311 2.942 5.150 0.130
C -6.092 3.233 3.258 -0.202
C -7.146 4.133 2.623 -0.076
H -7.140 4.025 1.538 0.075
H -8.151 3.903 2.978 0.072
H -7.086 5.159 2.985 0.075
H -6.320 3.088 4.314 0.108
H -6.234 2.222 2.877 0.108
H -4.046 1.762 2.877 0.115
C -0.020 1.133 -0.097 -0.316
O -0.997 0.833 0.941 -0.152
O 0.383 2.492 0.144 -0.238
C 0.989 0.049 -0.301 -0.553
F 1.392 -0.543 0.853 0.143
F 0.565 -0.983 -0.997 0.152
F 2.118 0.363 -0.993 0.127
C -1.719 -0.400 0.661 -0.195
C -2.706 -0.558 1.855 -0.038
H -3.649 -0.419 1.326 0.067
H -2.774 -1.458 2.465 0.084
H -2.694 0.294 2.535 0.051
H -1.121 -1.283 0.887 0.114
H -2.394 -0.478 -0.191 0.115
H -0.666 1.142 -0.975 0.160
C 3.231 -1.467 -4.259 0.010
C 2.009 -0.827 -4.897 -0.322
C 0.747 -1.514 -4.716 -0.110
O -0.298 -0.515 -4.642 0.101
C 0.401 0.621 -4.474 -0.659
O -0.156 1.675 -4.384 0.153
O 1.650 0.477 -4.401 0.150
H 3.269 -1.196 -3.204 0.083
H 4.068 -1.183 -4.897 0.087
H 3.156 -2.524 -4.514 0.093
H 2.174 -0.708 -5.968 0.161
H 0.793 -2.127 -3.816 0.120
H 0.597 -2.257 -5.500 0.149
C 4.941 1.858 5.125 -0.007
C 5.014 2.174 3.672 -0.332
C 4.972 1.056 2.626 -0.048
O 4.024 1.649 1.703 0.057
C 3.435 2.810 2.189 -0.472
O 2.659 3.524 1.550 0.046
O 3.954 3.085 3.365 0.120
H 5.026 2.888 5.471 0.095
H 5.848 1.314 5.387 0.098
H 4.041 1.382 5.514 0.106
H 5.893 2.788 3.475 0.155
H 4.673 0.135 3.126 0.133
H 5.998 0.974 2.268 0.137
C -4.578 1.195 -1.774 0.010
C -3.938 1.839 -3.052 -0.363
C -3.236 0.863 -3.942 -0.048
O -3.310 1.612 -5.229 0.069
C -4.479 2.218 -5.249 -0.496
O -5.174 2.444 -6.212 0.141
O -4.951 2.309 -3.880 0.040
H -3.898 1.150 -0.924 0.060
H -5.018 0.222 -1.998 0.086
H -5.356 1.892 -1.463 0.081
H -3.235 2.635 -2.805 0.157
H -3.746 -0.085 -4.113 0.144
H -2.179 0.719 -3.720 0.101
C -1.096 -6.396 -0.378 -0.020
C -1.141 -4.924 -0.396 -0.398
C 0.119 -4.422 -1.049 -0.067
O -0.412 -3.714 -2.155 0.088
C -1.668 -3.536 -2.133 -0.569
O -2.318 -2.870 -2.945 0.127
O -2.091 -4.379 -1.187 0.112
H -0.375 -6.575 0.419 0.102
H -0.791 -6.903 -1.293 0.103
H -2.069 -6.708 0.001 0.098
H -1.281 -4.517 0.605 0.164
H 0.696 -5.290 -1.367 0.128
H 0.804 -3.825 -0.447 0.132
C 6.377 -3.358 -0.520 -0.026
C 5.581 -2.346 0.213 -0.292
C 4.074 -2.584 -0.008 -0.168
O 3.536 -2.486 1.232 0.041
C 4.553 -2.728 2.161 -0.469
O 4.278 -2.959 3.396 0.068
O 5.735 -2.637 1.621 0.113
H 5.996 -3.370 -1.542 0.098
H 6.428 -4.298 0.029 0.106
H 7.407 -3.004 -0.484 0.090
H 5.740 -1.327 -0.139 0.161
H 3.857 -3.571 -0.418 0.131
H 3.508 -1.898 -0.638 0.120
```

net charge: 0
HOMO-LUMO gap: 5.7 eV
LUMO level: -3.15 eV
HOMO level: -0.327 Eh

***

Record 3
Computed, not measured: C28H42NO2PtSi as an isolated structure in a non-equilibrium geometry, with ωB97M-V/def2-TZVPD.

Structure (XYZ):
```
75
Properties=species:S:1:pos:R:3:lowdin_charge:R:1
O 0.962 -2.333 -3.501 -0.128
C 2.375 -2.247 -3.936 -0.150
C 2.203 -3.162 -5.124 -0.071
H 3.080 -2.681 -3.210 0.101
H 2.609 -1.202 -4.151 0.114
C 0.724 -3.157 -4.702 -0.560
H 2.706 -4.118 -5.003 0.112
H 2.414 -2.703 -6.089 0.107
C 0.139 -4.518 -4.418 -0.018
H 0.879 -5.183 -3.971 0.085
H -0.161 -4.943 -5.375 0.081
H -0.747 -4.445 -3.777 0.075
C -0.109 -2.435 -5.748 -0.022
H 0.473 -1.623 -6.207 0.088
H -1.054 -2.066 -5.334 0.082
H -0.342 -3.151 -6.547 0.083
Pt 0.238 -0.645 -0.677 1.101
C 0.509 1.426 -1.312 -0.279
C 1.540 1.697 -0.327 -0.194
C 2.719 1.018 -0.720 -0.174
H 1.440 2.413 0.489 0.093
C 2.503 0.415 -1.980 -0.210
C 1.107 0.563 -2.338 -0.259
H 0.646 0.329 -3.297 0.087
H -0.418 1.972 -1.443 0.091
H 3.685 1.043 -0.220 0.083
H 3.276 0.074 -2.663 0.073
C -1.893 -0.885 -0.422 -0.262
C -1.650 -0.886 -1.871 -0.221
C -1.440 -2.265 -2.229 -0.167
H -1.849 -0.049 -2.538 0.098
C -1.325 -3.041 -1.065 -0.150
C -1.508 -2.197 0.077 -0.171
H -1.548 -2.488 1.127 0.086
H -2.457 -0.152 0.130 0.085
H -1.548 -2.651 -3.237 0.066
H -1.229 -4.120 -1.036 0.087
O 3.552 -4.546 -1.379 -0.152
C 2.342 -3.831 -1.054 -0.181
C 2.679 -2.345 -0.912 -0.240
H 1.882 -4.233 -0.139 0.100
H 1.613 -4.032 -1.855 0.101
C 4.216 -2.234 -0.974 -0.164
H 2.253 -1.879 -0.023 0.036
H 2.256 -1.814 -1.765 0.025
C 4.697 -3.690 -1.036 -0.179
H 4.653 -1.675 -0.133 0.109
H 4.548 -1.719 -1.890 0.098
H 5.085 -3.991 -0.040 0.111
H 5.512 -3.822 -1.776 0.113
C 2.591 -2.646 2.095 -0.190
Si 1.565 -1.148 2.577 0.437
C 0.507 -1.983 3.894 -0.177
C 2.968 0.007 3.099 -0.168
N 0.463 -0.252 1.487 -0.174
C -0.246 0.779 2.078 -0.363
C -1.184 1.581 1.367 -0.092
C -1.829 2.671 1.947 -0.110
C -1.650 2.954 3.309 -0.152
C -0.749 2.183 4.057 -0.122
C -0.034 1.155 3.451 -0.083
H 1.913 -3.428 1.752 0.028
H 3.030 -3.001 3.035 0.041
H 3.389 -2.484 1.360 0.014
H 0.966 -2.935 4.202 0.020
H 0.411 -1.357 4.790 0.020
H -0.497 -2.199 3.494 0.030
H 3.196 0.723 2.299 0.027
H 2.794 0.558 4.031 0.018
H 3.847 -0.635 3.257 0.019
H -1.365 1.388 0.309 0.049
H -2.451 3.324 1.333 0.092
H -2.171 3.790 3.783 0.077
H -0.559 2.400 5.114 0.092
H 0.751 0.665 4.046 0.049
```

<S²>: 2.02
net charge: -1
energy relative to the best compared isomer or geometry (same formula, charge and spin): 175.9 kJ/mol
HOMO-LUMO gap (spin up / spin down): 5.2 / 5.5 eV
LUMO level (spin up / spin down): 2.54 / 2.53 eV
multiplicity: 3
HOMO level (spin up / spin down): -0.099 / -0.109 Eh

***

Record 4
Computed, not measured: C28H43Al2BCl2F8N5O14P as an isolated structure in a non-equilibrium geometry, with ωB97M-V/def2-TZVPD.

Structure (XYZ):
```
104
Properties=species:S:1:pos:R:3:lowdin_charge:R:1
N -1.161 -6.946 6.126 0.208
C -1.806 -7.275 5.233 -0.396
O -2.796 -7.410 4.363 -0.007
C -2.320 -6.982 3.087 -0.629
Cl -0.613 -7.513 2.862 0.798
O -2.425 -5.594 3.049 -0.018
C -1.976 -5.072 1.831 -0.434
O -2.695 -5.153 0.876 0.001
P -0.300 -4.281 1.617 0.437
O -0.542 -2.940 1.085 -0.238
O 0.623 -4.346 2.910 -0.088
O 0.433 -5.132 0.514 -0.080
H -2.933 -7.433 2.309 0.147
H 0.140 -4.136 3.722 0.105
H 1.032 -5.762 0.948 0.095
F -1.835 -3.191 -3.186 -0.274
Al -0.360 -3.992 -3.756 -0.120
F 0.382 -4.671 -2.440 -0.126
F 0.644 -2.836 -4.501 -0.124
F -0.784 -5.193 -4.876 -0.150
Al -3.019 -3.733 -1.666 1.017
N -3.151 -4.894 -6.709 0.024
C -4.180 -5.735 -7.020 -0.125
C -4.977 -5.108 -7.948 -0.109
C -4.401 -3.842 -8.208 -0.108
C -3.272 -3.741 -7.428 -0.121
H -2.413 -5.093 -6.049 0.107
H -4.259 -6.705 -6.558 0.109
H -5.871 -5.517 -8.390 0.089
H -4.767 -3.090 -8.887 0.089
H -2.549 -2.949 -7.327 0.113
F 1.952 -2.561 -5.985 -0.219
B 2.383 0.509 1.656 -1.051
O 3.116 -0.711 1.228 0.218
C 2.883 -1.653 2.122 -0.422
O 3.329 -2.768 2.077 0.134
C 1.976 -1.114 3.195 -0.418
O 1.572 -1.732 4.146 0.120
O 1.682 0.147 2.929 0.205
F 1.448 0.880 0.676 0.111
F 3.282 1.565 1.884 0.121
C -6.344 -6.852 4.820 -0.680
O -6.287 -7.482 3.777 0.021
N -5.255 -6.221 5.348 0.164
N -7.499 -6.728 5.541 0.147
H -5.271 -5.696 6.202 0.100
H -4.397 -6.299 4.838 0.061
H -8.316 -7.181 5.178 0.102
H -7.566 -6.216 6.400 0.091
F 0.686 3.472 1.648 0.060
C 0.489 3.675 2.962 -0.266
C 1.587 3.802 3.791 0.023
C 1.373 4.006 5.137 -0.122
C 0.096 4.077 5.662 -0.083
C -0.995 3.941 4.815 -0.072
C -0.801 3.743 3.456 -0.012
H 2.585 3.735 3.375 0.133
H 2.274 4.117 5.831 -0.110
H -0.049 4.236 6.722 0.105
H -1.999 3.989 5.216 0.108
H -1.641 3.643 2.780 0.107
Cl 3.074 4.538 7.366 0.157
C -3.469 5.345 -3.793 -0.084
C -2.493 6.199 -2.984 -0.216
C -1.016 5.882 -3.159 -0.122
N -0.463 4.683 -2.422 -0.255
C 1.035 4.781 -2.508 0.021
C -0.867 4.633 -0.962 -0.088
C -2.078 3.723 -0.911 -0.136
C -1.799 2.673 -1.984 -0.126
C -0.905 3.353 -3.022 -0.073
H -3.398 4.282 -3.566 0.054
H -4.493 5.648 -3.573 0.084
H -3.307 5.480 -4.863 0.086
H -2.778 6.209 -1.932 0.100
H -2.625 7.231 -3.318 0.123
H -0.445 6.733 -2.786 0.132
H -0.760 5.747 -4.210 0.140
H 1.351 5.691 -2.003 0.114
H 1.317 4.807 -3.558 0.115
H 1.469 3.912 -2.020 0.119
H -0.041 4.182 -0.413 0.119
H -1.036 5.642 -0.592 0.142
H -2.999 4.264 -1.128 0.103
H -2.203 3.274 0.073 0.121
H -2.718 2.288 -2.426 0.117
H -1.275 1.821 -1.552 0.127
H -1.392 3.539 -3.974 0.123
H -0.019 2.751 -3.208 0.134
C 6.240 3.017 -1.051 -0.068
C 6.525 1.811 -0.180 -0.194
O 7.934 1.652 0.057 0.043
C 8.473 2.509 0.918 -0.612
O 7.899 3.383 1.514 0.121
O 9.780 2.240 1.003 0.004
C 10.507 3.152 1.825 -0.048
H 6.805 2.955 -1.984 0.079
H 5.176 3.074 -1.283 0.070
H 6.536 3.942 -0.557 0.070
H 6.199 0.910 -0.694 0.128
H 5.982 1.858 0.764 0.122
H 10.075 3.215 2.821 0.095
H 10.532 4.138 1.360 0.096
H 11.523 2.773 1.903 0.091
```

net charge: 0
HOMO-LUMO gap: 1.0 eV
LUMO level: -6.70 eV
HOMO level: -0.282 Eh

***

Record 5
Computed, not measured: C28H43BrN10O5S2Tm as an isolated structure in a non-equilibrium geometry, with ωB97M-V/def2-TZVPD.

Structure (XYZ):
```
90
Properties=species:S:1:pos:R:3:lowdin_charge:R:1
Tm 0.206 0.553 -1.143 0.905
O 1.585 -2.563 0.864 -0.024
C 1.308 -3.745 0.247 -0.259
C 1.736 -4.933 0.828 -0.014
C 1.467 -6.138 0.209 -0.080
C 0.782 -6.169 -0.996 -0.087
C 0.369 -4.986 -1.583 -0.031
C 0.610 -3.770 -0.965 -0.101
C 0.045 -2.469 -1.517 -0.363
O 0.836 -1.382 -1.339 -0.330
N -1.222 -2.271 -0.750 0.039
N -1.747 -1.053 -0.713 -0.063
C -2.952 -0.887 -0.285 -0.182
C -3.546 0.401 -0.132 -0.554
Br -2.511 1.871 -0.881 0.843
C -4.702 0.700 0.489 -0.087
C -5.712 -0.232 0.964 -0.232
C -6.379 0.062 2.156 -0.035
C -7.417 -0.736 2.593 -0.073
C -7.810 -1.839 1.852 -0.075
C -7.160 -2.138 0.667 -0.070
C -6.121 -1.341 0.220 -0.043
H 1.451 -1.871 0.164 0.019
H 2.281 -4.887 1.758 0.115
H 1.798 -7.057 0.666 0.106
H 0.572 -7.114 -1.473 0.103
H -0.137 -5.011 -2.537 0.117
H -0.220 -2.598 -2.589 0.148
H -1.859 -3.065 -0.691 0.159
H -3.550 -1.737 0.049 0.132
H -4.925 1.743 0.661 0.110
H -6.065 0.916 2.737 0.114
H -7.929 -0.496 3.510 0.106
H -8.626 -2.457 2.191 0.107
H -7.473 -2.988 0.079 0.108
H -5.665 -1.551 -0.736 0.114
C -0.465 5.966 -2.215 -0.041
N -0.004 4.595 -2.217 -0.142
C -0.638 3.749 -3.203 -0.053
C 0.761 4.097 -1.222 -0.417
N 0.853 2.814 -0.997 0.011
N 1.418 5.029 -0.438 -0.180
C 2.329 5.972 -1.060 -0.052
C 1.806 4.651 0.905 -0.054
H -1.548 5.981 -2.354 0.096
H -0.003 6.543 -3.021 0.097
H -0.229 6.424 -1.259 0.090
H -0.525 4.208 -4.188 0.103
H -1.707 3.639 -2.994 0.060
H -0.170 2.763 -3.211 0.060
H 1.611 2.654 -0.323 -0.018
H 2.178 5.989 -2.135 0.088
H 3.366 5.680 -0.866 0.095
H 2.181 6.977 -0.660 0.095
H 2.766 4.122 0.939 0.093
H 1.038 4.023 1.353 0.083
H 1.899 5.560 1.498 0.097
C -0.085 -2.309 3.833 -0.052
N 0.092 -1.163 2.969 -0.009
C -0.567 -0.010 2.978 -0.781
S -0.504 1.021 1.633 0.608
N -1.341 0.394 3.999 -0.044
C -1.188 0.097 5.410 -0.065
H 0.033 -3.205 3.227 0.087
H -1.080 -2.307 4.274 0.089
H 0.673 -2.337 4.621 0.092
H 0.715 -1.323 2.182 0.081
H -1.841 1.248 3.794 0.110
H -0.273 -0.460 5.584 0.077
H -2.041 -0.477 5.782 0.089
H -1.134 1.028 5.976 0.093
S 2.700 0.388 0.369 0.692
C 3.952 -0.255 -0.575 -0.764
N 4.848 -1.053 0.008 0.026
C 5.968 -1.625 -0.711 -0.160
C 6.413 -0.622 -1.771 -0.152
C 5.217 -0.328 -2.669 -0.157
N 4.105 0.104 -1.844 0.040
H 4.692 -1.278 0.977 0.133
H 5.666 -2.565 -1.190 0.129
H 6.765 -1.846 -0.001 0.127
H 7.240 -1.022 -2.354 0.121
H 6.733 0.299 -1.281 0.125
H 4.942 -1.218 -3.249 0.131
H 5.451 0.475 -3.371 0.128
H 3.312 0.535 -2.310 0.100
O -0.580 0.159 -2.999 -0.087
N 0.586 -0.142 -3.289 -0.614
O 0.839 -1.046 -4.019 0.152
O 1.463 0.644 -2.889 -0.099
```

<S²>: 2.00
net charge: +1
energy relative to the best compared isomer or geometry (same formula, charge and spin): 110.1 kJ/mol
HOMO-LUMO gap (spin up / spin down): 7.9 / 7.9 eV
LUMO level (spin up / spin down): -2.23 / -2.23 eV
multiplicity: 3
HOMO level (spin up / spin down): -0.373 / -0.373 Eh

***

Number 1: calculated total energy -4131.42433 Ha. Number 2: calculated total energy -5309.67687 Ha. Number 3: calculated total energy -1705.98529 Ha. Number 4: calculated total energy -4990.49290 Ha. Number 5: calculated total energy -6471.95316 Ha.